Entry 1:
{
  "formula": "CF3HgOS",
  "method": "ωB97M-V with the def2-TZVPD basis set",
  "species": ["Hg", "S", "O", "C", "F", "F", "F"],
  "xyz": [[1.986, -0.897, -0.077], [0.046, 1.393, 0.185], [1.457, 0.865, -0.344], [-0.904, -0.076, 0.024], [-1.985, -0.121, 0.741], [0.185, -1.470, 0.430], [-1.131, -0.468, -1.200]],
  "e_tot_ev": -26234.0010,
  "max_force_ev_per_a": 6.19,
  "lumo_energy_ev": -7.954,
  "total_charge": 1
}

Entry 2:
{
  "formula": "C3H6N2O",
  "method": "ωB97M-V with the def2-TZVPD basis set",
  "species": ["N", "C", "C", "O", "C", "N", "H", "H", "H", "H", "H", "H"],
  "xyz": [[1.676, -0.339, 0.329], [0.522, 0.063, -0.452], [-0.619, -0.931, -0.735], [-1.585, -0.011, -0.159], [-0.581, 0.835, 0.242], [-0.604, 1.847, 0.982], [1.732, 0.227, 1.170], [1.602, -1.307, 0.621], [0.844, 0.576, -1.366], [-0.850, -1.143, -1.781], [-0.582, -1.858, -0.151], [-1.554, 2.041, 1.303]],
  "e_tot_ev": -8234.8290,
  "max_force_ev_per_a": 0.52,
  "lumo_energy_ev": 0.949,
  "total_charge": 0
}

Entry 3:
{
  "formula": "C3H11NO2S",
  "method": "ωB97M-V with the def2-TZVPD basis set",
  "species": ["N", "C", "C", "O", "C", "S", "H", "H", "H", "H", "H", "H", "H", "H", "H", "O", "H", "H"],
  "xyz": [[1.095, 0.837, 1.058], [0.999, 0.202, -0.303], [0.090, 1.014, -1.224], [-1.187, 0.330, -1.359], [0.768, -1.308, -0.169], [1.333, -2.196, 1.372], [0.164, 0.894, 1.466], [1.450, 1.783, 0.834], [2.035, 0.326, -0.605], [0.471, 1.094, -2.258], [-0.178, 1.957, -0.743], [-1.856, 0.934, -1.030], [1.282, -1.716, -1.010], [-0.223, -1.708, -0.331], [1.216, -1.234, 2.351], [-2.117, -0.366, 0.732], [-2.857, -0.126, 1.300], [-2.485, -0.715, -0.082]],
  "e_tot_ev": -19708.3108,
  "max_force_ev_per_a": 2.49,
  "lumo_energy_ev": 0.426,
  "total_charge": 0,
  "smiles": "N[C@H](CO)CS.O"
}

Entry 4:
{
  "formula": "C4H16O3S",
  "method": "ωB97M-V with the def2-TZVPD basis set",
  "species": ["C", "C", "C", "C", "S", "H", "H", "H", "H", "H", "H", "H", "H", "H", "H", "O", "H", "H", "O", "H", "H", "O", "H", "H"],
  "xyz": [[0.192, 0.664, -2.255], [-0.608, -0.017, -1.191], [-0.011, -1.425, -0.854], [-0.636, -2.014, 0.458], [-2.456, -2.017, 0.520], [1.246, 0.722, -1.987], [0.009, 0.171, -3.213], [-0.143, 1.686, -2.460], [-1.664, -0.201, -1.352], [-0.545, 0.427, -0.193], [0.934, -1.116, -0.401], [0.084, -2.225, -1.580], [-0.365, -1.326, 1.258], [-0.191, -2.980, 0.677], [-2.636, -2.124, -0.817], [-1.752, 3.611, 0.410], [-1.269, 2.919, 0.860], [-2.679, 3.434, 0.276], [4.514, 0.099, 0.504], [4.154, -0.358, 1.276], [4.362, 1.005, 0.783], [2.284, 1.895, 1.599], [1.575, 1.504, 1.101], [2.917, 2.191, 0.944]],
  "e_tot_ev": -21384.3844,
  "max_force_ev_per_a": 2.51,
  "lumo_energy_ev": 0.257,
  "total_charge": 0,
  "smiles": "CCCCS.O.O.O"
}

Entry 5:
{
  "formula": "C13H18Br2FPtS3",
  "method": "ωB97M-V with the def2-TZVPD basis set",
  "species": ["Pt", "C", "C", "S", "C", "C", "S", "C", "C", "S", "H", "H", "H", "H", "H", "H", "H", "H", "H", "H", "H", "H", "Br", "C", "Br", "H", "H", "F", "C", "C", "C", "C", "C", "C", "H", "H", "H", "H"],
  "xyz": [[0.303, 0.020, -0.165], [2.514, 2.363, -1.065], [3.121, 1.855, 0.233], [2.512, 0.173, 0.701], [2.004, 0.275, 2.492], [0.932, 1.240, 2.798], [-0.624, 1.027, 1.833], [-0.901, 2.677, 1.199], [0.133, 3.285, 0.298], [0.611, 2.214, -1.132], [2.848, 1.816, -1.937], [2.720, 3.443, -1.308], [2.902, 2.444, 1.118], [4.209, 1.734, 0.111], [2.913, 0.489, 3.064], [1.733, -0.730, 2.669], [1.286, 2.275, 2.657], [0.509, 1.124, 3.781], [-1.089, 3.371, 2.038], [-1.851, 2.561, 0.598], [1.024, 3.661, 0.784], [-0.335, 4.143, -0.149], [-2.530, 0.165, -1.708], [-4.177, -0.973, -1.508], [-4.202, -2.093, 0.024], [-4.172, -1.597, -2.388], [-4.979, -0.239, -1.419], [-1.062, -5.690, -1.586], [-0.734, -4.454, -1.492], [-0.753, -4.000, -0.132], [-0.764, -2.656, 0.142], [-0.432, -1.792, -0.913], [-0.424, -2.221, -2.278], [-0.539, -3.560, -2.570], [-0.796, -4.720, 0.663], [-1.040, -2.258, 1.163], [-0.374, -1.441, -3.028], [-0.496, -3.929, -3.588]],
  "e_tot_ev": -192295.0303,
  "max_force_ev_per_a": 1.64,
  "lumo_energy_ev": [-9.350, -13.639],
  "s_squared": 6.031,
  "total_charge": 3,
  "multiplicity": 5
}

Entry 6:
{
  "formula": "C5H11NO3",
  "method": "ωB97M-V with the def2-TZVPD basis set",
  "species": ["C", "C", "N", "C", "O", "O", "C", "C", "O", "H", "H", "H", "H", "H", "H", "H", "H", "H", "H", "H"],
  "xyz": [[0.748, 2.029, 0.386], [1.383, 0.670, 0.087], [2.630, 0.847, -0.633], [0.360, -0.135, -0.716], [-0.046, 0.101, -1.815], [0.255, -1.429, -0.088], [-1.032, -1.919, -0.285], [-2.092, -0.827, 0.307], [-1.774, -0.450, 1.623], [0.458, 2.524, -0.540], [1.473, 2.650, 0.904], [-0.125, 1.903, 1.025], [1.589, 0.147, 1.020], [3.055, -0.053, -0.843], [2.444, 1.316, -1.523], [-1.134, -2.839, 0.298], [-1.259, -2.045, -1.350], [-3.062, -1.341, 0.251], [-2.187, 0.092, -0.274], [-1.684, -1.242, 2.164]],
  "e_tot_ev": -12995.3442,
  "max_force_ev_per_a": 3.26,
  "lumo_energy_ev": 0.784,
  "total_charge": 0,
  "smiles": "C[C@H](N)C(=O)OCCO"
}